CH3IN4 | wB97M-V/def2-TZVPD

CARTESIAN COORDINATES (ANGSTROEM)
N1 -2.192 -0.336 -0.400
H1 -0.803 -0.665 1.168
N2 -1.834 1.115 1.334
H2 -2.521 -0.823 1.577
I1 3.414 0.194 -0.070
N3 -2.088 1.747 0.301
N4 -2.322 0.829 -0.783
C1 -1.820 -0.348 1.001
H3 2.405 0.932 0.691

molecular weight = 198.0 g/mol
LUMO (alpha / beta) = 0.75 / -3.73 eV
spin multiplicity = 3
HOMO (alpha / beta) = -7.7 / -10.3 eV